DFT (ωB97M-V/def2-TZVPD) results for a cluster of 14 separate species, C78H93ClF24N12O6P4 in total.

Geometry as XYZ:
```
218
Properties=species:S:1:pos:R:3
C 27.156 19.738 22.053
N 26.703 21.099 22.328
C 26.198 21.399 23.558
C 25.878 22.641 23.896
C 26.044 23.665 22.974
C 26.415 23.329 21.639
C 26.819 22.009 21.339
C 25.746 25.075 23.226
C 26.742 25.979 23.481
C 26.397 27.270 23.810
N 25.134 27.625 23.805
C 24.130 26.784 23.387
C 24.437 25.490 23.139
C 24.784 28.844 24.581
H 26.530 19.223 21.326
H 27.005 19.226 23.017
H 28.211 19.728 21.742
H 26.025 20.551 24.198
H 25.516 22.960 24.905
H 26.493 24.052 20.840
H 27.181 21.630 20.345
H 27.768 25.642 23.573
H 27.130 28.024 23.958
H 23.117 27.088 23.376
H 23.681 24.729 22.918
H 24.692 28.378 25.596
H 23.775 29.222 24.309
H 25.586 29.538 24.510
C 34.210 23.177 15.177
N 32.857 23.596 15.467
C 32.480 23.749 16.750
C 31.223 24.136 17.045
C 30.321 24.329 16.040
C 30.799 24.297 14.673
C 32.054 23.859 14.453
C 28.914 24.707 16.257
C 28.009 23.860 16.951
C 26.689 24.316 17.117
N 26.276 25.469 16.589
C 27.134 26.269 15.966
C 28.428 25.863 15.711
C 24.972 26.022 16.960
H 34.676 22.539 15.983
H 34.786 24.051 15.028
H 34.156 22.582 14.266
H 33.196 23.588 17.544
H 30.877 24.328 18.077
H 30.023 24.461 13.914
H 32.354 23.647 13.466
H 28.390 23.018 17.550
H 25.997 23.733 17.727
H 26.711 27.213 15.501
H 29.145 26.509 15.230
H 24.325 25.272 17.373
H 24.512 26.436 16.070
H 25.190 26.769 17.726
C 31.947 33.569 24.336
N 30.752 33.117 23.637
C 30.194 31.971 24.076
C 28.965 31.526 23.531
C 28.424 32.249 22.421
C 29.040 33.455 22.096
C 30.177 33.902 22.724
C 27.481 31.550 21.513
C 27.987 30.635 20.621
C 27.191 30.083 19.614
N 25.917 30.458 19.497
C 25.371 31.297 20.402
C 26.072 31.842 21.438
C 25.041 29.834 18.471
H 32.709 33.848 23.639
H 32.269 32.749 24.996
H 31.634 34.461 24.882
H 30.726 31.506 24.887
H 28.549 30.517 23.815
H 28.709 34.018 21.230
H 30.669 34.834 22.444
H 29.000 30.386 20.702
H 27.572 29.295 18.914
H 24.324 31.459 20.369
H 25.570 32.439 22.206
H 25.684 29.170 17.844
H 24.672 30.627 17.852
H 24.224 29.246 18.897
C 23.553 32.483 26.067
N 23.424 33.897 25.768
C 24.526 34.533 25.323
C 24.461 35.873 25.072
C 23.220 36.461 24.998
C 22.049 35.798 25.386
C 22.229 34.511 25.814
C 23.090 37.787 24.354
C 22.979 37.807 22.955
C 23.017 38.981 22.279
N 23.187 40.122 22.962
C 23.144 40.148 24.329
C 23.070 38.999 25.074
C 23.221 41.421 22.201
H 22.888 31.951 25.398
H 23.359 32.365 27.121
H 24.586 32.262 25.793
H 25.438 33.917 25.186
H 25.194 36.596 24.859
H 21.096 36.307 25.410
H 21.397 33.848 26.030
H 22.896 36.941 22.351
H 22.836 39.134 21.256
H 23.332 41.138 24.662
H 23.087 38.949 26.172
H 22.463 42.042 22.666
H 22.940 41.236 21.131
H 24.151 41.950 22.399
C 12.692 24.231 19.604
N 14.166 24.157 19.801
C 14.724 23.006 20.244
C 16.089 22.793 20.396
C 16.922 23.793 19.932
C 16.372 24.902 19.362
C 15.015 25.041 19.282
C 18.422 23.619 19.974
C 19.294 24.703 19.874
C 20.642 24.612 20.034
N 21.173 23.391 20.302
C 20.414 22.298 20.337
C 19.034 22.393 20.198
C 22.627 23.202 20.390
H 12.305 23.751 20.503
H 12.527 23.625 18.714
H 12.385 25.251 19.539
H 13.998 22.225 20.618
H 16.395 21.868 20.863
H 17.058 25.620 18.868
H 14.515 25.937 18.926
H 19.005 25.704 19.627
H 21.340 25.477 20.001
H 20.908 21.363 20.512
H 18.449 21.509 20.211
H 22.893 22.499 21.188
H 23.147 24.137 20.582
H 22.902 22.803 19.442
C 23.907 16.345 11.672
N 24.355 16.306 13.112
C 24.063 17.240 13.999
C 24.356 17.138 15.346
C 25.097 16.017 15.790
C 25.284 14.989 14.873
C 24.953 15.195 13.554
C 25.681 16.056 17.155
C 26.047 17.316 17.638
C 26.675 17.382 18.852
N 26.887 16.194 19.554
C 26.369 15.029 19.141
C 25.810 14.904 17.891
C 27.682 16.119 20.733
H 23.798 17.374 11.306
H 22.957 15.862 11.569
H 24.665 15.809 11.078
H 23.621 18.130 13.535
H 24.041 17.901 16.032
H 25.853 14.073 15.024
H 25.045 14.367 12.893
H 26.047 18.273 17.037
H 27.197 18.274 19.244
H 26.544 14.166 19.803
H 25.471 13.957 17.601
H 26.970 15.975 21.549
H 28.261 17.013 20.893
H 28.355 15.300 20.575
P 23.209 19.449 21.779
F 24.327 19.016 22.837
F 24.057 18.698 20.647
F 22.475 18.038 22.047
F 22.087 19.810 20.614
F 22.421 20.285 22.938
F 24.017 20.851 21.431
P 25.414 25.388 27.205
F 26.526 26.606 27.103
F 26.363 24.560 26.151
F 26.347 24.833 28.444
F 24.409 24.136 27.212
F 24.451 26.209 28.207
F 24.560 25.960 25.903
P 22.180 32.798 22.017
F 23.070 31.462 22.385
F 23.170 33.334 20.791
F 21.296 31.993 20.958
F 21.362 34.152 21.862
F 21.135 32.440 23.200
F 23.062 33.628 23.093
P 24.823 20.858 15.748
F 25.777 19.528 15.354
F 25.530 21.635 14.576
F 23.682 20.309 14.730
F 23.924 22.095 16.259
F 24.080 19.953 16.881
F 25.985 21.299 16.807
Cl 23.426 26.983 20.266
C 27.788 33.016 26.848
C 27.505 33.027 25.378
O 27.993 33.921 24.643
O 26.652 32.220 24.922
H 27.205 33.808 27.304
H 28.839 33.272 27.036
H 27.572 32.012 27.276
C 30.126 20.081 17.861
C 28.876 19.912 18.702
O 27.948 20.746 18.592
O 28.859 18.862 19.371
H 30.975 19.538 18.319
H 30.409 21.193 17.861
H 30.021 19.778 16.780
C 27.632 26.207 20.351
C 28.714 26.640 19.339
O 28.376 27.635 18.605
O 29.743 26.005 19.253
H 27.287 27.063 20.951
H 28.035 25.410 20.922
H 26.744 25.877 19.843
```

Values from the calculation:
Gap between HOMO and LUMO: 5.54 eV
HOMO energy: -13.748 eV
Energy: -227448.3554 eV
Charge: +4
Largest force on an atom: 3.7 eV Å⁻¹